144
Properties=species:S:1:pos:R:3:forces:R:3:mulliken_charge:R:1 method="wB97M-V/def2-TZVPD" e_lumo_ev=-1.24 energy_ha=-5072.2332
Pb -1.19231 -0.60652 -3.79272 0.35 0.38 -0.23 2.091
N -2.24036 -2.85879 -3.91594 -0.29 -3.37 -2.59 0.035
S -3.51166 -3.48889 -3.22892 -2.81 1.43 5.75 0.916
O -3.42158 -4.82787 -2.72173 0.34 0.51 -1.27 -0.593
O -4.80829 -2.98074 -3.56063 0.59 -0.14 -1.16 -0.688
F -3.22171 -2.59874 -1.89036 -0.15 -0.11 -0.02 -0.101
S -1.99402 -4.13121 -4.97593 3.30 -0.47 -2.53 0.853
O -3.09685 -4.46247 -5.83385 0.43 0.62 1.13 -0.602
O -1.10230 -5.15116 -4.51561 -1.10 0.36 0.52 -0.560
F -0.95817 -3.33264 -5.91348 -0.59 0.59 -0.04 -0.268
N -0.84304 -0.19417 -1.35686 -2.84 0.93 1.67 1.436
S -1.94694 0.11774 -0.12060 -2.79 -0.47 -1.39 -0.048
O -2.03720 1.46264 0.35536 0.55 -0.80 -0.56 -0.406
O -2.10900 -0.95384 0.78970 0.48 0.11 0.05 -0.138
F -3.17772 -0.00270 -1.10817 0.10 0.20 0.25 -0.272
S 0.46100 -0.05130 -0.56490 6.50 -1.19 0.47 -0.119
O 0.82454 -1.23226 0.18696 -0.74 1.43 -0.21 -0.138
O 0.80508 1.26099 -0.08593 -0.80 -0.60 0.25 -0.977
F 1.46889 -0.15171 -1.81803 -0.53 -0.16 0.00 0.089
O -1.73702 3.97985 1.30626 0.12 -0.26 -0.30 -0.725
H -2.29918 4.52236 0.74387 -0.01 -0.03 0.11 0.291
H -1.72896 3.09985 0.88437 -0.04 0.69 0.38 0.326
O 2.54136 2.24332 -2.90251 0.40 0.23 0.08 -0.725
H 1.96391 2.08347 -2.14565 0.27 0.04 0.14 -0.160
H 3.46657 2.18208 -2.50957 -0.66 -0.08 0.11 0.436
C 1.81925 1.84559 5.23928 0.46 -0.06 0.49 -1.857
C 1.16394 1.72693 3.87327 1.35 -0.10 -0.56 2.595
C -0.32344 1.49993 3.93536 -0.39 0.86 0.64 -0.544
O -0.76832 0.46517 4.79262 -0.32 -0.15 -0.23 -0.520
C -0.58782 -0.82665 4.23352 0.90 0.53 0.14 -0.167
N 1.42631 2.95711 3.10906 -0.15 0.09 -0.03 -0.713
H 1.62341 0.95191 5.83574 -0.07 0.05 0.05 0.315
H 1.57503 2.73299 5.82788 -0.60 -0.02 -0.23 0.347
H 2.90817 1.93122 5.14809 0.00 -0.18 -0.30 0.319
H 1.72063 0.91935 3.37219 -0.48 -0.36 0.04 -1.046
H -0.77558 1.43869 2.94235 0.06 -0.28 -0.22 -0.011
H -0.67949 2.43915 4.36978 -0.38 -0.11 0.03 0.414
H -0.77502 -1.56486 5.01046 -0.14 0.06 0.00 0.240
H 0.46851 -0.88242 3.94048 -0.09 -0.51 -0.18 0.166
H -1.20928 -1.01617 3.35299 -0.13 0.10 0.02 0.049
H 0.90839 2.98658 2.23393 -0.21 -0.12 0.16 0.296
H 2.40118 2.94733 2.82877 0.02 0.26 0.19 0.122
C 0.78946 -4.44213 3.34693 0.90 0.99 -0.27 -1.265
C -0.72685 -4.38203 3.37764 0.51 -0.90 0.13 0.392
C -1.27883 -3.89207 2.04145 0.09 0.03 -0.26 -0.005
O -1.05067 -4.91422 1.07883 0.36 -0.23 0.16 -0.488
C -1.37094 -4.51853 -0.22596 0.33 -0.19 -0.68 -0.368
N -1.19314 -5.76682 3.68321 -0.84 0.89 -0.56 -0.846
H 1.22762 -3.43729 3.25905 -0.30 0.09 -0.24 0.026
H 1.16018 -4.99181 2.48005 -0.05 -0.26 0.17 0.274
H 1.24829 -4.79315 4.27074 -0.38 -0.53 -0.02 0.441
H -0.96512 -3.68469 4.18412 -0.54 -0.19 -0.07 0.317
H -0.76122 -2.96924 1.76003 0.03 0.05 -0.17 -0.343
H -2.35436 -3.68127 2.03171 -0.07 0.08 0.42 0.481
H -0.74281 -3.66272 -0.50875 -0.54 0.41 0.07 -0.251
H -2.44436 -4.38115 -0.37225 0.08 0.53 0.21 0.360
H -1.10524 -5.28388 -0.96334 0.10 -0.37 0.49 0.418
H -2.21515 -5.69951 3.64506 0.07 -0.18 0.48 0.326
H -1.03753 -6.24855 2.79555 0.33 -0.25 0.24 0.372
C 3.95213 -2.20567 -0.63052 -0.32 -0.47 -0.16 -1.583
C 4.02477 -1.10059 0.41565 0.64 -0.89 0.12 2.843
C 3.74788 -1.62656 1.83007 -0.64 -0.54 -0.71 -0.607
O 3.79581 -0.59649 2.78521 0.65 0.04 0.05 0.178
C 4.03745 -1.11718 4.08796 -0.77 0.57 -0.19 -1.008
N 5.40490 -0.57386 0.34872 0.07 1.00 1.06 -0.653
H 4.63001 -3.04946 -0.46829 0.07 0.14 0.47 0.473
H 4.25587 -1.82532 -1.60751 -0.22 0.24 0.01 0.287
H 2.94648 -2.62479 -0.69508 -0.02 0.11 -0.02 -0.032
H 3.30061 -0.34179 0.11997 0.19 0.26 0.19 -1.293
H 4.51145 -2.40940 1.96267 0.15 0.17 0.51 0.439
H 2.78296 -2.14072 1.93455 -0.04 0.05 -0.35 -0.258
H 4.04055 -0.27625 4.78169 0.37 0.06 -0.10 0.234
H 4.97725 -1.66888 4.08737 -0.03 -0.13 0.30 0.440
H 3.17738 -1.71601 4.40733 0.24 -0.44 -0.08 0.206
H 5.45698 0.18929 1.03352 -0.19 0.21 -0.41 0.034
H 6.03502 -1.20452 0.84833 -0.15 -0.55 -0.60 0.429
C -5.38629 1.73386 -4.35195 -0.14 0.24 -0.07 -1.583
C -3.91603 1.29658 -4.30466 -0.62 -0.29 -1.37 0.377
C -3.08348 2.26182 -3.49251 -0.07 -0.82 0.75 -0.703
O -1.69776 1.87019 -3.46768 -0.89 1.32 -0.60 -0.104
C -0.96976 2.80329 -2.67070 0.78 -0.90 1.01 -0.175
N -3.78075 -0.10822 -3.86666 -0.69 0.40 0.91 -0.466
H -6.04627 0.89065 -4.55676 0.13 -0.14 0.14 0.426
H -5.57460 2.42324 -5.17661 0.14 0.24 0.19 0.423
H -5.70629 2.19697 -3.41630 -0.04 -0.02 0.00 0.370
H -3.57603 1.34082 -5.34612 0.29 -0.08 0.08 0.220
H -3.40260 2.24123 -2.44269 -0.28 0.12 -0.05 0.199
H -3.23055 3.27516 -3.87069 0.27 0.03 -0.12 0.416
H 0.02892 2.38417 -2.60333 0.18 0.31 -0.21 -0.273
H -1.33533 2.77518 -1.64019 -0.23 0.17 -0.09 0.101
H -0.93251 3.83749 -3.01002 -0.25 -0.15 -0.51 0.468
H -4.34604 -0.16114 -3.01389 0.59 -0.22 0.25 0.027
H -4.32379 -0.76052 -4.43540 0.31 0.25 -0.50 0.358
C -5.76817 0.66641 1.47995 0.37 1.10 -0.11 -1.391
C -4.88123 1.29084 2.55692 -0.22 -0.75 0.19 1.774
C -5.62015 2.36209 3.35224 0.08 -0.98 0.94 -0.921
O -6.06007 3.45853 2.61259 0.62 0.30 -0.64 -0.305
C -6.87294 4.33781 3.33707 -0.81 -0.69 1.10 -0.832
N -4.55960 0.15110 3.46497 0.59 0.50 0.21 -0.809
H -6.65377 0.26988 1.97301 0.00 -0.18 -0.11 0.415
H -5.22693 -0.11574 0.94780 -0.14 -0.09 0.00 0.202
H -6.06773 1.45591 0.78424 -0.08 -0.20 -0.16 0.302
H -3.91383 1.64295 2.18736 -0.38 0.58 -0.42 -0.451
H -4.96013 2.64283 4.18758 -0.01 0.42 -0.10 0.386
H -6.47533 1.85888 3.83208 -0.09 -0.03 -0.09 0.341
H -6.88813 5.32147 2.88391 0.03 -0.02 -0.16 0.233
H -6.61648 4.40848 4.40319 0.76 0.27 -0.18 0.337
H -7.88535 3.92122 3.44741 -0.18 0.17 -0.60 0.326
H -4.10683 0.50029 4.31280 -0.22 0.09 -0.02 0.334
H -3.76860 -0.28047 2.98948 -0.20 -0.51 0.11 0.151
C 3.06865 0.27003 -5.90032 1.08 -0.31 -0.81 -1.533
C 1.79372 -0.34112 -5.38952 -0.22 -0.20 1.65 0.125
C 2.11925 -1.47383 -4.40056 0.75 0.11 0.00 -0.631
O 0.93492 -2.00507 -3.83521 -0.44 0.28 0.09 0.283
C 1.07843 -3.23724 -3.16476 0.97 -1.91 -0.58 -0.664
N 0.98904 0.67563 -4.68071 -0.07 0.86 -0.10 -0.024
H 3.69717 0.74624 -5.14492 -0.56 0.06 0.44 0.225
H 2.89235 1.02714 -6.66567 -0.08 -0.12 -0.07 0.387
H 3.74962 -0.48890 -6.30315 -0.28 -0.01 -0.35 0.429
H 1.12441 -0.77863 -6.13606 0.40 0.08 -0.40 0.389
H 2.78298 -1.12947 -3.59925 -0.19 0.32 0.09 -0.161
H 2.71988 -2.24365 -4.89876 -0.43 -0.21 -0.24 0.583
H 1.98809 -3.33506 -2.56736 -0.10 0.70 0.28 0.289
H 1.19592 -4.04491 -3.89838 -0.10 0.17 -0.22 0.399
H 0.22046 -3.56511 -2.58544 -0.27 0.80 0.11 -0.181
H 0.68443 1.35539 -5.38019 -0.17 -0.16 0.02 0.324
H 1.59526 1.27351 -4.06800 -0.19 -0.81 -0.19 -0.008
C 4.72225 4.33730 -0.78583 0.12 -0.13 0.40 -1.724
C 4.90375 2.90272 -0.30132 0.76 0.17 1.14 0.573
C 3.96768 2.56754 0.87573 -1.16 0.23 -0.51 -0.239
O 4.30451 3.27027 2.05412 0.45 0.18 -0.20 -0.536
C 5.23975 2.64688 2.91396 -0.35 0.09 0.22 -0.209
N 4.86090 1.94900 -1.39420 -0.54 -0.47 -0.54 -0.422
H 3.80452 4.51282 -1.34754 -0.07 -0.26 -0.02 0.252
H 5.57426 4.62876 -1.40226 -0.04 0.10 -0.02 0.432
H 4.70029 4.96389 0.10754 0.06 0.17 -0.14 0.403
H 5.87854 2.86821 0.21448 0.22 0.06 -0.35 0.321
H 3.84505 1.49979 1.08071 0.34 -0.04 -0.05 0.011
H 2.95451 2.92263 0.65839 -0.01 -0.09 -0.24 0.031
H 4.81196 1.72396 3.31692 0.16 -0.15 -0.11 -0.199
H 5.38123 3.33999 3.74191 0.10 -0.01 -0.01 0.297
H 6.21064 2.45758 2.44810 -0.02 -0.06 -0.13 0.313
H 4.92591 0.97866 -1.08129 0.19 0.25 0.12 0.049
H 5.62639 2.08983 -2.04416 0.09 0.13 0.17 0.311

67
Properties=species:S:1:pos:R:3:forces:R:3:mulliken_charge:R:1 method="wB97M-V/def2-TZVPD" e_lumo_ev=-5.09 charge=+1 energy_ha=-3928.7438
C 6.32209 2.50405 4.47165 -1.05 0.44 -0.60 -0.329
O 6.67543 1.20452 5.10261 -3.44 -2.54 -1.82 -0.417
B 5.71121 0.17712 4.57374 5.67 0.54 -1.91 0.658
O 6.11969 -0.79252 3.52664 -2.14 3.31 1.89 -0.383
S 3.98658 0.18235 5.37431 0.15 -1.49 1.04 -0.253
P 2.57108 1.28334 4.14646 -4.83 3.62 -2.56 0.817
N 1.70242 2.19117 5.16646 2.98 -2.55 -0.68 -0.624
O 3.34373 2.23299 2.90011 -1.60 -2.82 2.64 -0.248
O 1.59606 0.07932 3.32871 4.64 0.90 1.52 -0.316
H 5.90770 2.23631 3.39968 0.99 1.22 1.83 0.100
H 5.42845 2.96725 5.08912 1.95 -0.54 -1.26 0.206
H 7.27137 3.20547 4.42965 -2.11 -1.66 0.16 0.276
H 5.97107 -0.37694 2.62571 0.37 -0.77 1.21 0.340
H 3.59454 -1.19099 5.43124 0.38 1.55 -0.65 0.309
H 2.07039 2.04254 6.14708 -0.86 0.41 -1.26 0.245
H 2.87159 3.10598 2.74652 0.66 -0.87 0.30 0.359
H 2.28232 -0.63089 3.06426 -1.67 1.11 -0.25 0.287
C -3.10182 1.39435 2.61427 -0.10 0.06 -0.06 -1.013
S -1.38122 1.30830 2.06204 -0.18 0.23 -0.34 0.591
O -1.22813 2.26244 0.91442 -0.02 -0.47 0.43 -0.659
C -1.48932 -0.35966 1.37027 -0.01 -0.05 -0.14 -0.809
H -3.27669 2.38002 3.05242 0.16 -0.12 -0.08 0.319
H -3.77471 1.25038 1.76557 0.14 -0.01 -0.01 0.318
H -3.28151 0.62664 3.37028 0.09 0.04 -0.05 0.350
H -2.26162 -0.39552 0.59813 -0.03 0.09 0.08 0.225
H -1.72128 -1.07077 2.16651 0.01 0.10 -0.01 0.374
H -0.52314 -0.61483 0.92798 -0.04 0.14 0.10 0.260
C 4.66036 2.77727 -0.94883 -0.03 -0.12 0.11 -0.850
S 4.50613 4.40393 -0.17227 -0.19 -0.02 -0.14 0.430
O 4.25984 4.18304 1.29109 -0.15 -0.10 -0.17 -0.591
C 2.91941 4.82497 -0.93211 -0.08 0.01 0.11 -0.875
H 5.57610 2.30467 -0.58526 -0.08 0.17 -0.02 0.290
H 3.80202 2.15439 -0.68598 0.01 0.11 0.02 0.244
H 4.72108 2.89455 -2.03315 0.01 0.07 0.11 0.394
H 2.16828 4.07586 -0.67024 0.11 0.01 0.03 0.256
H 3.03634 4.87597 -2.01711 0.08 0.00 0.11 0.371
H 2.60331 5.80126 -0.55639 0.16 -0.14 -0.01 0.326
C -4.76180 -0.18442 -4.06942 -0.03 0.03 0.05 -0.775
S -3.87478 -1.01797 -2.73105 -0.23 0.28 0.13 0.503
O -4.58578 -0.69537 -1.44992 0.37 -0.03 -0.41 -0.623
C -2.39717 0.02269 -2.80853 0.04 0.10 0.05 -0.900
H -5.74460 -0.64989 -4.17693 0.21 0.03 0.03 0.138
H -4.88640 0.87494 -3.83269 0.05 -0.11 0.09 0.365
H -4.20517 -0.29765 -5.00245 -0.08 -0.07 0.08 0.341
H -2.66750 1.06937 -2.64945 -0.06 -0.12 0.03 0.296
H -1.91694 -0.09713 -3.78245 -0.08 -0.05 0.06 0.403
H -1.70697 -0.29624 -2.02357 -0.15 -0.01 -0.09 0.245
C 4.24448 -4.30556 2.15920 0.08 0.07 0.03 -0.832
S 3.43672 -3.73570 0.64406 -0.12 -0.01 0.09 0.460
O 3.25385 -2.25127 0.76193 -0.02 -0.21 0.43 -0.552
C 1.83641 -4.50817 0.98259 -0.07 0.08 0.00 -0.898
H 5.26105 -3.90534 2.18202 -0.15 -0.03 -0.11 0.297
H 3.69465 -3.94849 3.03326 -0.06 -0.01 -0.10 0.200
H 4.28652 -5.39708 2.16226 -0.02 0.10 -0.05 0.382
H 1.43492 -4.13855 1.92923 0.10 0.02 -0.06 0.261
H 1.95627 -5.59326 1.02382 0.06 0.10 -0.04 0.377
H 1.14910 -4.25099 0.17285 0.20 0.01 0.06 0.319
C -7.99575 -2.59020 -5.29596 -0.03 0.08 0.08 -0.890
S -7.39610 -2.36489 -6.98785 0.10 0.40 -0.02 0.502
O -6.66543 -1.05545 -7.03624 -0.39 -0.53 0.17 -0.598
C -9.02471 -2.10533 -7.73120 -0.07 0.09 -0.03 -0.919
H -7.13447 -2.73272 -4.63869 -0.06 -0.01 -0.18 0.241
H -8.55358 -1.70686 -4.97606 0.06 -0.03 -0.10 0.309
H -8.63485 -3.47486 -5.24982 0.08 0.05 -0.05 0.396
H -9.51916 -1.25177 -7.26121 0.13 -0.05 0.01 0.303
H -9.63070 -3.00570 -7.60625 0.11 0.03 0.00 0.355
H -8.89128 -1.90453 -8.79708 0.10 -0.05 0.18 0.316

26
Properties=species:S:1:pos:R:3:forces:R:3:mulliken_charge:R:1 method="wB97M-V/def2-TZVPD" e_lumo_ev=0.63 energy_ha=-897.0078
C -0.87041 0.99512 -1.46260 -0.08 0.09 -0.19 -0.956
C 0.55807 -1.00271 -1.89020 0.08 -0.06 -0.29 -0.734
C -0.16764 1.16008 -0.09636 0.02 0.19 0.05 -0.598
C 1.22053 -0.87313 -0.49648 0.23 -0.02 0.23 -1.109
C -1.14166 -1.01186 -0.22335 -0.04 -0.04 0.00 -0.875
C -0.88420 -0.52635 -1.65371 -0.22 -0.07 -0.32 -0.003
C 0.07907 -0.28492 0.29428 0.25 -0.06 4.43 0.911
N 0.30975 -0.45817 2.12789 -0.87 0.56 -4.04 -0.672
O -0.04838 2.08210 3.15986 -0.69 -0.66 -0.28 -0.535
O -0.39308 0.01676 4.51002 -0.23 0.43 0.05 -0.530
O -2.08143 0.77640 2.79508 0.26 -0.24 -0.35 -0.489
P -0.51548 0.52308 2.99243 0.92 0.11 0.45 0.847
H -1.88912 1.38289 -1.42412 0.01 0.03 -0.02 0.369
H -0.34382 1.50885 -2.26665 -0.02 0.00 -0.06 0.359
H 1.06558 -0.39284 -2.64083 -0.05 -0.06 -0.01 0.361
H 0.57024 -2.03694 -2.23727 0.02 0.02 0.01 0.354
H 0.76010 1.72793 -0.16290 0.01 0.01 0.07 0.328
H -0.82190 1.65258 0.62264 0.04 0.05 -0.11 0.215
H 1.51530 -1.84087 -0.09706 -0.01 -0.02 0.07 0.323
H 2.09438 -0.22364 -0.50336 0.03 0.00 0.05 0.350
H -2.07047 -0.64519 0.20597 -0.08 0.05 0.04 0.288
H -1.07841 -2.09073 -0.10926 0.04 -0.10 0.04 0.346
H -1.58774 -0.86274 -2.41438 0.01 -0.02 0.02 0.454
H 0.90615 2.12008 3.11112 0.44 0.08 0.01 0.341
H 0.00387 -0.85315 4.48723 0.17 -0.48 0.06 0.339
H -2.40744 1.38448 3.46427 -0.22 0.20 0.10 0.315

55
Properties=species:S:1:pos:R:3:forces:R:3:mulliken_charge:R:1 method="wB97M-V/def2-TZVPD" e_lumo_ev=-1.67 energy_ha=-2893.5145
C 6.64990 0.44930 -2.26404 -1.11 1.01 -0.38 -0.609
C 6.39655 2.00207 -1.78514 4.59 1.72 3.51 0.193
O 7.30588 2.58637 -0.99951 -5.82 -3.26 -4.58 -0.546
N 5.12056 2.69490 -2.20895 3.35 -1.84 -1.95 0.546
C 5.22483 3.34548 -3.57035 -0.65 -0.39 -1.99 -0.909
O 4.65651 3.54719 -1.26461 -2.23 -0.21 0.82 -0.304
S 3.16553 2.80040 -0.77553 0.85 -1.73 2.37 0.575
O 3.56265 1.53464 0.02096 -1.19 3.50 -3.40 -0.548
O 2.37471 2.44420 -2.24306 1.88 -1.25 0.48 -0.259
P 2.04589 0.74373 -2.42411 0.47 -1.85 0.50 0.590
O 3.50461 -0.21078 -2.56553 -1.85 1.64 -2.46 -0.435
Cl 1.09226 0.54862 -4.33803 1.29 0.76 0.92 -0.274
H 6.08097 -0.24521 -1.49426 1.31 1.51 -1.54 0.205
H 7.80438 0.24318 -2.32170 -2.49 0.48 0.20 0.313
H 6.10160 0.30903 -3.30906 1.37 0.20 2.18 0.156
H 4.66432 4.39649 -3.64356 1.50 -2.37 0.64 0.299
H 4.63280 2.64098 -4.32861 1.30 1.50 1.52 0.248
H 6.33251 3.39918 -3.94652 -2.11 0.21 0.83 0.305
H 3.69789 -0.42851 -3.53885 -0.34 0.47 1.90 0.299
C -2.20281 -2.28220 -2.47658 -0.31 -0.03 0.25 -0.490
C -2.93012 -2.43853 -1.36622 -0.07 0.12 -0.47 -0.170
C -2.28838 -2.60870 -0.04773 -0.42 -0.08 0.55 0.432
O -2.95328 -2.75384 0.96882 0.43 0.07 -0.52 -0.531
C -0.81267 -2.59781 -0.00361 0.43 0.03 -0.18 -0.407
C -0.08535 -2.44148 -1.11397 -0.03 -0.05 0.48 -0.302
C -0.72709 -2.27131 -2.43247 0.36 0.08 -0.74 0.327
O -0.06220 -2.12617 -3.44901 -0.37 -0.20 0.67 -0.563
H -2.65765 -2.15690 -3.45160 0.04 0.00 0.01 0.435
H -4.01340 -2.44801 -1.38191 0.03 -0.07 0.06 0.374
H -0.35783 -2.72311 0.97141 -0.03 0.00 -0.01 0.445
H 0.99792 -2.43201 -1.09828 -0.02 0.01 -0.03 0.463
C 0.51733 4.50237 3.91854 -0.03 -0.06 0.48 -0.427
C 0.92305 3.85026 5.01238 -0.28 0.35 -0.22 -0.390
C 1.92188 2.76627 4.93168 0.32 -0.49 0.74 0.328
O 2.29232 2.16753 5.93208 -0.26 0.41 -0.66 -0.549
C 2.45587 2.43211 3.59640 0.02 0.06 -0.48 -0.429
C 2.05015 3.08421 2.50256 0.20 -0.25 0.22 0.395
C 1.05133 4.16821 2.58326 -0.22 0.38 -0.66 0.488
O 0.68088 4.76695 1.58286 0.22 -0.37 0.58 -0.570
H -0.21501 5.29936 3.96009 0.02 -0.01 -0.03 0.427
H 0.54141 4.08408 5.99904 0.03 -0.04 -0.02 0.409
H 3.18821 1.63511 3.55485 -0.01 0.02 0.01 0.458
H 2.43179 2.85040 1.51590 -0.11 -0.02 0.40 0.001
C -8.20847 -3.60287 0.16284 -0.43 -0.03 0.18 -0.362
C -8.93578 -3.75919 1.27321 0.02 0.07 -0.51 -0.398
C -8.29404 -3.92936 2.59170 -0.43 -0.11 0.86 0.334
O -8.95893 -4.07451 3.60824 0.41 0.10 -0.70 -0.552
C -6.81832 -3.91847 2.63582 0.33 0.04 -0.26 -0.430
C -6.09101 -3.76215 1.52545 0.07 -0.12 0.47 -0.115
C -6.73275 -3.59197 0.20696 0.43 0.08 -0.52 0.419
O -6.06786 -3.44683 -0.80958 -0.42 -0.07 0.49 -0.520
H -8.66331 -3.47756 -0.81218 0.03 0.00 0.01 0.421
H -10.01906 -3.76867 1.25751 0.04 -0.01 0.04 0.396
H -6.36348 -4.04378 3.61084 -0.04 0.00 -0.02 0.427
H -5.00774 -3.75267 1.54115 -0.04 0.07 -0.06 0.378